131
Properties=species:S:1:pos:R:3:lowdin_charge:R:1 method="wB97M-V/def2-TZVPD" charge=+1
C -0.742 -3.673 -3.781 0.1261
C -0.009 -2.891 -3.219 -0.1235
C 0.919 -1.847 -2.641 -0.1331
C 0.295 -1.251 -1.356 -0.1306
C -0.831 -0.112 -1.685 -0.1218
C -1.217 0.181 -3.139 -0.0307
B -2.295 1.329 -3.372 -0.5926
O -1.896 2.501 -4.038 0.1347
O -3.617 1.257 -2.932 0.1632
C -0.269 0.974 -0.701 -0.2561
O -1.403 1.837 -0.447 0.0163
C 0.574 1.998 -1.519 -0.2033
C 1.536 1.575 -2.655 0.0095
F 1.260 2.979 -0.765 -0.0115
N 0.181 0.172 0.515 0.0219
C -1.076 -0.340 1.158 0.0179
C -1.275 -1.834 1.486 -0.4714
O -1.981 -2.558 0.825 0.1053
O -0.721 -2.470 2.577 0.0545
N 0.875 0.830 1.569 -0.0575
C 0.462 2.170 1.997 -0.0194
C 1.255 0.081 2.761 -0.3924
C 2.678 -0.498 3.060 0.0245
O 0.535 -0.092 3.708 0.1257
C 1.175 -0.834 -0.100 -0.2048
C 2.720 -0.527 -0.276 -0.0309
C 3.503 0.781 -0.377 -0.1552
C 3.620 1.816 0.588 -0.0719
C 4.398 2.958 0.455 -0.0770
C 5.168 3.160 -0.700 -0.0590
C 5.147 2.145 -1.660 -0.0468
C 4.354 0.989 -1.507 -0.2173
C 4.512 -0.010 -2.669 -0.0481
N 1.294 -2.104 0.606 0.0977
C 1.662 -3.232 0.165 -0.3212
C 3.125 -3.774 -0.020 -0.0080
C 0.656 -4.387 -0.126 -0.0141
H -1.522 -4.087 -4.405 0.0488
H 1.867 -2.405 -2.464 0.1152
H 1.152 -1.140 -3.451 0.1112
H -0.396 -2.056 -1.049 0.1131
H -1.772 -0.597 -1.357 0.1533
H -0.407 0.316 -3.873 0.1011
H -1.726 -0.747 -3.496 0.1333
H -2.082 3.247 -3.440 0.0806
H -3.780 2.101 -2.483 0.1053
H -1.082 2.701 -0.145 0.0971
H -0.142 2.626 -2.084 0.1443
H 2.013 0.597 -2.538 0.0410
H 2.374 2.303 -2.664 0.1095
H 1.088 1.722 -3.655 0.1037
H -1.362 0.168 2.101 0.1362
H -2.026 -0.163 0.619 0.1539
H -0.529 -3.365 2.259 0.1198
H 0.604 2.300 3.090 0.1162
H 1.095 2.992 1.608 0.0963
H -0.619 2.390 1.880 0.1047
H 2.668 -1.593 2.903 0.0872
H 3.481 -0.079 2.436 0.0594
H 2.953 -0.327 4.113 0.0998
H 2.981 -1.106 -1.186 0.0891
H 3.308 -1.080 0.479 0.1090
H 3.091 1.716 1.539 0.0772
H 4.427 3.715 1.250 0.1120
H 5.771 4.061 -0.854 0.1127
H 5.779 2.287 -2.548 0.1225
H 3.722 0.109 -3.443 0.0841
H 5.467 0.117 -3.205 0.0785
H 4.467 -1.062 -2.338 0.0586
H 3.169 -4.812 0.359 0.0892
H 3.473 -3.702 -1.063 0.0871
H 3.756 -3.193 0.683 0.0796
H 0.925 -4.896 -1.072 0.0990
H -0.392 -4.054 -0.091 0.0630
H 0.791 -5.146 0.675 0.0981
C -3.354 -1.329 3.665 -0.0485
C -3.772 -1.474 5.110 -0.1722
O -4.644 -0.399 5.494 0.0355
C -5.926 -0.554 5.151 -0.3824
O -6.369 -1.495 4.563 0.1728
C -6.754 0.630 5.660 -0.5393
F -6.147 1.805 5.424 0.1572
F -6.953 0.546 6.982 0.1720
F -7.952 0.683 5.081 0.1750
H -2.910 -0.343 3.499 0.0872
H -2.638 -2.093 3.394 0.0626
H -4.206 -1.407 2.991 0.0610
H -2.898 -1.414 5.758 0.1320
H -4.245 -2.439 5.295 0.1319
C -5.062 4.804 1.717 -0.0576
C -4.908 6.143 1.027 -0.1846
O -3.600 6.266 0.431 0.0386
C -3.446 5.700 -0.758 -0.3997
O -4.291 5.102 -1.358 0.1710
C -2.030 5.955 -1.283 -0.5269
F -1.089 5.758 -0.343 0.1583
F -1.879 7.209 -1.715 0.1887
F -1.728 5.146 -2.310 0.1522
H -4.259 4.653 2.441 0.0812
H -6.020 4.748 2.234 0.0882
H -5.008 3.984 1.000 0.0746
H -4.989 6.947 1.756 0.1296
H -5.687 6.303 0.282 0.1298
C 9.803 -0.614 0.572 -0.0586
C 10.243 -0.866 -0.855 -0.1898
O 9.431 -1.886 -1.469 0.0407
C 8.266 -1.486 -1.960 -0.3897
O 7.845 -0.366 -1.926 0.1618
C 7.544 -2.663 -2.622 -0.5277
F 7.588 -3.776 -1.877 0.1658
F 8.090 -2.969 -3.806 0.1765
F 6.249 -2.394 -2.844 0.1402
H 9.802 -1.544 1.142 0.0845
H 10.470 0.098 1.058 0.0859
H 8.788 -0.215 0.605 0.0751
H 11.265 -1.240 -0.866 0.1287
H 10.227 0.048 -1.448 0.1267
C -5.851 -2.835 1.279 -0.0571
C -5.425 -3.396 -0.061 -0.1939
O -6.497 -3.294 -1.013 0.0365
C -6.631 -2.110 -1.607 -0.3901
O -5.940 -1.154 -1.400 0.1645
C -7.771 -2.158 -2.628 -0.5391
F -8.857 -2.773 -2.141 0.1678
F -7.401 -2.826 -3.733 0.1641
F -8.148 -0.938 -3.010 0.1722
H -6.765 -3.311 1.636 0.0928
H -5.065 -2.985 2.017 0.0630
H -6.059 -1.767 1.203 0.0821
H -5.195 -4.456 0.036 0.1287
H -4.526 -2.905 -0.436 0.1106


128
Properties=species:S:1:pos:R:3:lowdin_charge:R:1 method="wB97M-V/def2-TZVPD" charge=+5 de_lowest_kcal_mol=0.0
C 5.580 2.337 -4.914 0.0510
C 6.216 1.968 -3.554 -0.3038
O 5.642 1.337 -2.667 0.0947
N 7.675 2.379 -3.300 0.0880
H 8.172 1.632 -2.834 0.1774
H 8.146 2.566 -4.173 0.1774
C 7.813 3.663 -2.514 0.0538
H 4.502 2.386 -4.759 0.0798
H 5.851 1.604 -5.673 0.1165
H 5.897 3.313 -5.281 0.1027
H 8.903 3.636 -2.504 0.1239
H 7.363 3.503 -1.534 0.1096
H 7.346 4.557 -2.929 0.1243
C -0.599 -4.933 -0.811 0.0442
C -1.054 -3.775 -1.588 -0.3645
O -1.560 -2.760 -1.164 0.1529
N -0.710 -3.855 -3.107 0.1208
H -0.599 -4.827 -3.361 0.1724
H -1.587 -3.578 -3.526 0.1806
C 0.490 -2.965 -3.447 0.0517
H -0.772 -5.863 -1.353 0.1094
H -0.982 -5.078 0.199 0.1021
H 0.479 -4.792 -0.896 0.1137
H 0.383 -1.931 -3.118 0.0820
H 0.629 -2.896 -4.525 0.1150
H 1.363 -3.376 -2.940 0.1066
C 6.427 -1.535 -0.772 0.0112
C 6.609 -2.552 0.317 -0.3429
O 7.467 -3.396 0.266 0.2170
N 5.759 -2.254 1.590 0.0992
H 5.758 -1.246 1.660 0.1556
H 4.811 -2.549 1.404 0.1676
C 6.282 -2.843 2.930 0.0623
H 7.067 -1.615 -1.651 0.1109
H 6.611 -0.575 -0.289 0.0934
H 5.430 -1.510 -1.210 0.0807
H 6.288 -3.931 2.874 0.1130
H 5.721 -2.514 3.805 0.1104
H 7.321 -2.518 2.988 0.1140
C -1.571 -0.039 -8.382 0.0044
C -2.153 1.305 -8.011 -0.3310
O -3.217 1.736 -8.463 0.1704
N -1.206 2.181 -7.170 0.0631
H -0.457 1.520 -7.023 -0.0817
H -0.747 2.984 -7.576 0.1843
C -1.793 2.379 -5.796 -0.0038
H -1.160 -0.676 -7.599 0.0693
H -0.826 0.057 -9.172 0.1155
H -2.352 -0.687 -8.781 0.1037
H -1.039 2.811 -5.138 0.0859
H -2.095 1.391 -5.448 0.0964
H -2.610 3.099 -5.845 0.1157
C 1.603 0.009 3.244 -0.1007
C 0.480 0.472 4.229 -0.2346
C -0.245 1.782 3.921 -0.2171
C -1.363 2.196 4.902 -0.0808
N -2.038 3.621 4.699 -0.1641
C -2.660 3.628 3.299 -0.0997
C -1.589 4.316 2.404 -0.1672
C -1.125 5.457 3.288 -0.1490
C -1.006 4.803 4.681 -0.0496
C -3.161 3.776 5.730 -0.0968
C -2.717 3.480 7.228 -0.2242
C -3.920 3.947 7.989 -0.1189
H 1.250 -0.347 2.276 0.0310
H 2.206 -0.809 3.639 0.0573
H 2.387 0.742 3.053 0.0615
H 0.952 0.532 5.209 0.1127
H -0.316 -0.256 4.383 0.0902
H -0.782 1.511 3.012 0.0704
H 0.525 2.524 3.709 0.1091
H -0.914 2.186 5.895 0.1231
H -2.144 1.436 4.888 0.0931
H -3.536 4.273 3.233 0.1391
H -2.993 2.652 2.945 0.0886
H -2.162 4.794 1.610 0.1186
H -0.762 3.695 2.059 0.0980
H -1.848 6.269 3.373 0.1242
H -0.265 6.051 2.980 0.1261
H -1.112 5.476 5.533 0.1355
H -0.039 4.321 4.820 0.1146
H -3.939 3.080 5.417 0.1401
H -3.530 4.801 5.764 0.1354
H -1.826 4.028 7.535 0.1151
H -2.504 2.439 7.470 0.1098
H -3.688 3.717 9.029 0.0858
H -4.791 3.296 7.913 0.0976
H -4.050 5.022 8.116 0.0973
C -2.962 1.712 -0.367 -0.0404
C -2.304 0.332 -0.706 -0.2021
N -1.035 0.557 -1.347 -0.0245
C -0.779 1.189 -2.566 -0.0071
C 0.586 1.178 -2.924 -0.0081
N 1.267 0.607 -1.833 -0.1012
C 0.261 0.177 -0.954 0.0339
C 2.676 0.456 -1.676 -0.0208
H -3.998 1.663 -0.032 0.0886
H -2.866 2.440 -1.172 0.0751
H -2.551 2.104 0.563 0.0470
H -2.958 -0.316 -1.290 0.1176
H -2.178 -0.303 0.171 0.0282
H -1.573 1.590 -3.179 0.1083
H 1.150 1.471 -3.797 0.0227
H 0.459 -0.344 -0.029 0.1378
H 2.931 0.175 -0.654 0.0959
H 3.154 1.385 -1.986 0.0968
H 3.020 -0.356 -2.317 0.0967
C -6.168 -2.986 1.283 -0.0483
C -5.032 -3.299 0.334 -0.2136
N -4.346 -4.471 0.804 -0.0411
C -3.505 -4.732 1.924 0.0239
C -3.105 -6.079 1.971 0.0089
N -3.665 -6.671 0.846 -0.1146
C -4.448 -5.716 0.185 0.0451
C -3.495 -8.027 0.429 -0.0029
H -6.931 -3.765 1.304 0.0945
H -6.734 -2.209 0.769 0.0909
H -5.898 -2.670 2.290 0.0725
H -4.271 -2.547 0.129 0.0970
H -5.315 -3.460 -0.706 0.1256
H -3.312 -3.907 2.594 0.1002
H -2.452 -6.612 2.646 0.1421
H -5.007 -5.821 -0.733 0.1600
H -4.242 -8.661 0.906 0.1207
H -2.467 -8.293 0.678 0.1065
H -3.629 -8.206 -0.637 0.1064
Br -3.283 -0.571 2.824 -0.4071
Br 1.712 0.793 -6.453 -0.3494


What are the HOMO energy values for these records? In order: -11.4, -16.4 eV.
What are the LUMO level values for these records? In order: -0.111, -0.407 Eh.
What are the orbital gap values for these records? In order: 0.307, 0.196 Eh.